68
Properties=species:S:1:pos:R:3:forces:R:3 method="wB97M-V/def2-TZVPD" total_charge=-2 max_force_ha_per_bohr=0.064 e_above_lowest_kj_mol=69.3 homo_ev=-1.7702
Na 0.98364 -1.50704 2.77816 -0.4 0.3 0.0
O -1.43568 -1.50397 0.08957 -0.1 0.5 -0.4
C -2.08090 -2.71328 0.31375 0.3 -1.4 0.7
C -1.49710 -3.51094 1.58476 -0.3 -0.5 -0.7
O -1.63235 -4.75186 1.40860 0.3 1.1 1.3
O -1.03971 -2.83191 2.54969 0.0 -0.7 -0.8
C -1.92236 -3.64921 -0.93187 -0.4 1.0 0.6
C -2.90976 -3.88047 -1.86842 -0.9 0.0 -0.4
C -2.63422 -4.62734 -3.02434 1.7 -0.3 1.2
C -1.36701 -5.18734 -3.22346 0.2 0.5 0.9
C -0.35023 -4.91481 -2.26552 -1.8 -0.2 -1.1
C -0.66082 -4.15152 -1.15962 1.6 -0.2 -0.2
C -3.53430 -2.44061 0.59514 -2.2 0.2 0.6
C -4.38816 -3.16294 1.48248 0.5 -0.6 -0.2
C -5.77133 -2.94186 1.55013 0.9 1.4 -0.7
C -6.31606 -1.88599 0.81736 -0.6 -1.1 -0.3
C -5.51027 -1.17575 -0.06202 -2.0 1.1 0.0
C -4.18735 -1.42676 -0.13476 2.8 -0.2 -0.8
H -0.47444 -1.65205 -0.01807 -0.5 0.1 0.2
H -3.93516 -3.48371 -1.71610 0.8 -0.3 -0.1
H -3.37301 -4.86705 -3.72233 -1.3 -0.1 -1.0
H -1.17601 -5.83109 -4.08458 0.0 0.2 0.2
H 0.62162 -5.31945 -2.43876 0.6 -0.1 0.1
H 0.17533 -3.91120 -0.49977 -0.4 -0.1 0.1
H -4.03851 -3.98978 2.11421 0.4 0.4 -0.5
H -6.41395 -3.54076 2.16539 0.0 -0.3 0.3
H -7.40217 -1.79084 0.79897 0.2 0.4 0.1
H -5.96955 -0.39141 -0.69999 0.4 -0.5 0.5
H -3.54921 -0.87086 -0.84789 -0.5 -0.2 0.5
I -1.01479 0.26928 4.69813 -0.5 0.2 -0.2
C -0.04327 2.09234 4.38070 2.0 0.6 -0.2
C -0.63667 3.30474 4.69212 -0.3 -1.0 0.6
C 0.12948 4.49337 4.79966 1.9 -1.0 -1.4
C 1.52071 4.46214 4.49925 -1.3 0.0 0.6
C 2.19175 3.23643 4.21411 -2.2 -1.2 -1.3
C 3.55824 3.17322 3.88897 0.5 0.9 0.8
C 4.19383 2.00279 3.62617 -0.6 -1.6 -0.8
C 3.37629 0.80626 3.48005 0.9 0.9 0.4
C 2.01017 0.79984 3.66397 -0.1 -1.8 -0.4
C 1.39260 1.98641 4.01575 -0.6 2.8 1.7
H -1.71434 3.30495 4.98285 1.0 0.1 -0.3
H -0.44636 5.37782 4.96266 0.2 0.7 0.2
H 2.15833 5.36173 4.48218 -0.6 -0.2 0.2
H 4.14717 4.08985 3.96187 -0.1 0.0 0.0
H 5.27898 2.00145 3.43882 -0.5 -0.1 0.1
H 3.83742 -0.15924 3.25651 0.3 0.4 -0.1
C 0.48145 2.43737 -3.00704 -1.3 -1.8 0.0
Te 1.25353 0.76967 -1.83763 0.7 1.2 -0.4
C 3.05193 1.26795 -2.98898 0.5 -0.1 -0.3
C 2.86478 2.66720 -3.59108 -0.5 -1.5 0.1
C 3.91068 3.27107 -4.27672 -0.9 0.4 0.9
C 3.72475 4.56210 -4.74288 0.1 -0.2 -0.3
C 2.52995 5.22579 -4.54032 -0.8 -0.5 0.5
C 1.45944 4.58844 -3.90065 -0.4 -0.9 -0.5
C 1.58027 3.23767 -3.51674 1.7 1.5 -0.3
H -0.26135 2.97828 -2.45170 -0.2 0.4 0.3
H -0.06128 1.87547 -3.78789 0.2 0.7 -0.1
H 3.11441 0.49634 -3.79975 0.2 0.7 0.7
H 4.00868 1.26155 -2.39553 -1.1 -0.3 -0.4
H 4.84171 2.74117 -4.30840 0.4 0.0 -0.3
H 4.48623 5.01654 -5.33788 0.5 0.4 -0.1
H 2.38340 6.21486 -4.91529 0.1 0.6 -0.2
H 0.44408 5.01579 -3.83979 0.7 0.2 0.0
O 2.90936 -2.20945 1.35819 0.5 -0.7 0.4
Cl 2.43175 -1.68835 0.11475 -0.5 2.4 0.7
O 3.31079 -0.60850 -0.32894 -0.7 -0.8 0.3
O 2.31178 -2.64969 -0.89930 0.3 -1.5 -1.0
O 1.07312 -1.16286 0.39910 1.3 -0.1 0.0

67
Properties=species:S:1:pos:R:3:forces:R:3 method="wB97M-V/def2-TZVPD" total_charge=-1 max_force_ha_per_bohr=0.091 e_above_lowest_kj_mol=47.9 homo_ev=-4.1422
C 3.95095 -2.89833 1.09269 -0.1 0.1 -0.1
C 2.60938 -3.27807 0.97920 0.0 0.0 -0.2
C 1.79261 -2.68391 0.01228 0.5 0.0 0.2
C 2.30319 -1.67406 -0.81426 0.1 -0.3 -0.1
Si 1.19105 -0.77269 -1.99322 -0.5 1.1 0.8
C 2.10140 -0.44625 -3.57053 0.2 0.0 -0.1
C 3.04517 -1.37544 -4.03090 0.1 0.3 -0.5
C 3.70020 -1.17033 -5.25101 -0.2 0.1 0.1
C 3.41433 -0.02963 -6.01122 -0.1 -0.1 0.2
C 2.47864 0.90454 -5.54743 0.1 -0.2 0.1
C 1.82812 0.69880 -4.32622 0.3 -0.1 -0.4
C -0.36382 -1.73321 -2.30932 -0.1 0.1 -0.3
C -0.37868 -2.66916 -3.35420 -0.5 -0.2 0.2
C -1.51221 -3.45721 -3.57729 0.1 0.2 0.1
C -2.63929 -3.30334 -2.75981 0.3 0.1 0.1
C -2.63442 -2.35418 -1.73031 0.1 0.0 -0.1
C -1.50613 -1.55377 -1.52243 -0.2 -0.3 -0.1
O 0.75169 0.72288 -1.29616 -0.4 -1.1 -1.3
C 1.10296 1.10689 -0.05512 1.7 1.2 0.8
C 2.02607 2.07574 0.20245 -1.1 -1.3 -0.8
C 2.37220 2.10511 1.63570 -0.2 0.2 1.2
C 1.51154 0.96806 2.26170 0.2 -0.1 0.5
C 0.54263 0.45653 1.18971 -0.2 0.3 -0.1
C 3.65162 -1.31306 -0.71366 0.1 -0.2 0.5
C 4.47530 -1.92348 0.23737 -0.2 0.0 -0.1
H 4.59132 -3.37024 1.84183 -0.2 0.2 -0.2
H 2.18802 -4.04221 1.63412 0.2 0.2 -0.1
H 0.75520 -3.00252 -0.10304 0.2 0.1 0.1
H 3.27381 -2.26203 -3.43787 0.0 0.2 -0.1
H 4.42721 -1.90497 -5.60013 -0.2 0.2 0.0
H 3.92216 0.13142 -6.96561 -0.2 0.0 0.3
H 2.25391 1.79420 -6.13743 0.1 -0.2 0.1
H 1.10420 1.42761 -3.96056 0.2 -0.2 -0.1
H 0.49982 -2.77947 -3.99006 -0.2 0.0 0.1
H -1.50806 -4.19054 -4.38496 -0.1 0.2 0.2
H -3.52115 -3.92590 -2.92442 0.3 0.2 0.1
H -3.50112 -2.23419 -1.07988 0.2 0.0 -0.2
H -1.51944 -0.78956 -0.74466 0.0 -0.2 -0.1
H 2.48027 2.71273 -0.54904 0.0 -0.2 0.0
H 3.43759 1.91614 1.82961 -0.1 0.1 -0.2
H 2.13735 3.05741 2.13070 0.1 0.0 -0.2
H 2.17249 0.14904 2.56892 -0.1 0.1 0.0
H 0.97251 1.31813 3.14907 0.1 -0.1 -0.2
H -0.47595 0.83824 1.39459 0.3 -0.3 -0.2
H 0.51291 -0.64533 1.14016 -0.1 0.4 -0.1
H 4.06006 -0.55151 -1.38011 -0.1 -0.1 0.2
H 5.52510 -1.63361 0.29764 -0.3 -0.1 0.1
O -1.14725 4.38435 5.64582 -0.7 -1.1 0.3
C -1.91287 3.53154 5.45630 0.3 1.4 -1.4
Co -3.11354 2.33025 5.06364 -0.4 -1.6 -1.2
C -2.21467 0.83224 4.98339 1.9 -2.1 0.1
O -1.60592 -0.15438 4.92468 -0.8 1.1 0.0
C -4.37328 2.17626 6.25632 -2.4 0.4 1.3
O -5.23371 2.10158 7.03350 1.1 0.0 -0.6
C -3.87723 2.98026 3.34389 1.4 4.3 1.4
C -2.96972 2.76661 2.27372 1.8 3.3 0.4
C -1.84164 3.24693 1.71829 -0.7 -0.5 -0.1
Co -4.27800 1.56862 2.31059 -1.5 -3.6 -0.9
C -3.47323 0.05065 1.83087 0.0 -2.4 -0.5
O -3.23129 -1.03686 1.50890 0.1 1.8 0.4
C -5.10080 2.10820 0.78454 -1.1 0.3 -0.3
O -5.72991 2.40519 -0.13672 1.2 -0.4 1.2
C -5.64759 0.94901 3.24861 -1.8 -0.7 0.7
O -6.56688 0.56545 3.83068 1.2 0.5 -0.6
H -4.52190 3.87243 3.48379 0.5 -0.5 -0.5
H -1.41476 2.77505 0.82321 0.0 0.3 0.4
H -1.34846 4.13139 2.13911 -0.1 -0.3 -0.2

67
Properties=species:S:1:pos:R:3:forces:R:3 method="wB97M-V/def2-TZVPD" multiplicity=2 total_charge=+1 max_force_ha_per_bohr=0.038 e_above_lowest_kj_mol=0.0 homo_ev="-10.5919 / -10.5761" s2=0.7553
Cu 0.52526 0.14658 -0.31687 1.2 0.0 -0.6
N -7.20841 -1.58333 1.60559 -0.4 -0.1 0.0
C -5.95518 -1.07300 1.49867 0.5 0.1 -0.2
C -5.10439 -1.01758 2.61631 0.1 0.0 0.0
C -3.80657 -0.57831 2.48455 -0.1 0.0 0.0
C -3.34952 -0.18342 1.23734 0.6 0.3 -0.3
C -4.17591 -0.20345 0.12861 0.0 0.2 0.0
C -5.46975 -0.64883 0.25314 0.0 0.1 0.2
S -1.67858 0.33024 1.06030 -1.1 -0.5 0.7
O -1.44130 0.66057 -0.34392 -0.7 0.2 -0.3
O -1.31974 1.34066 2.00438 -0.2 0.2 0.4
N -0.78973 -1.04186 1.41131 -1.2 0.5 -0.5
C 0.29414 -0.68098 2.17097 1.4 0.7 1.2
N 1.21459 0.08922 1.55259 -0.2 -0.3 0.0
C 2.23620 0.55261 2.26357 0.2 0.0 0.1
C 2.38142 0.22337 3.59566 -0.2 0.0 -0.1
C 1.41839 -0.62570 4.12978 0.3 0.2 0.0
N 0.39108 -1.06740 3.42974 -0.6 -0.1 -0.1
H -7.61164 -1.68289 2.52012 -0.1 0.0 0.0
H -7.84652 -1.43331 0.84375 -0.1 0.0 0.1
H -5.47551 -1.31800 3.58443 0.0 -0.1 0.1
H -3.13673 -0.52068 3.32746 0.0 -0.1 0.2
H -3.78452 0.13186 -0.81560 0.0 0.0 -0.2
H -6.11042 -0.67083 -0.61432 -0.1 0.0 -0.1
H 2.93702 1.18841 1.74019 0.1 0.0 0.0
H 3.19111 0.61662 4.18457 0.1 0.0 0.1
H 1.45822 -0.96492 5.15557 0.1 0.0 0.1
I 1.07787 0.55144 -2.70093 0.5 -0.9 -0.5
C 1.96023 -1.34971 -3.30706 0.1 0.8 -0.1
C 2.90041 -1.16671 -4.29319 -0.5 0.4 0.5
C 3.44421 -2.24541 -4.99321 -0.1 -0.4 0.0
C 2.99136 -3.49743 -4.70261 0.2 0.3 -0.1
C 2.05764 -3.71752 -3.66667 -0.2 0.1 0.2
C 1.63746 -5.04225 -3.43024 -0.2 -0.2 0.2
C 0.73046 -5.33266 -2.45459 0.1 -0.1 -0.2
C 0.26655 -4.30151 -1.64021 0.1 0.2 -0.2
C 0.65804 -2.98888 -1.80340 -0.3 -0.1 0.5
P -0.09095 -2.07886 -0.27183 0.2 -0.8 -0.7
C 0.71671 -3.13867 0.97576 0.0 0.1 0.1
C 0.08999 -3.60421 2.12869 -0.1 -0.2 -0.2
C 0.83383 -4.15547 3.15638 0.0 -0.2 0.0
C 2.21096 -4.25810 3.04810 -0.1 0.0 0.0
C 2.83890 -3.82444 1.89115 0.1 0.1 0.0
C 2.10193 -3.25785 0.86633 -0.1 0.0 -0.1
C -1.80316 -2.42710 -0.77097 0.0 0.2 -0.1
C -2.74830 -3.14881 -0.05148 0.2 0.0 0.0
C -3.99815 -3.38820 -0.59823 0.0 -0.1 -0.1
C -4.32182 -2.89720 -1.85175 0.1 -0.1 0.0
C -3.39577 -2.14492 -2.55639 0.0 0.0 -0.1
C -2.14256 -1.91420 -2.02335 0.0 -0.1 0.1
C 1.52630 -2.63261 -2.87544 0.0 -0.3 0.0
H 3.19781 -0.16595 -4.55857 0.0 0.1 -0.1
H 4.16709 -2.06304 -5.77135 0.1 0.0 -0.1
H 3.33666 -4.35056 -5.26613 0.1 -0.1 0.0
H 2.04934 -5.83426 -4.03746 0.1 0.0 -0.1
H 0.38538 -6.33905 -2.27551 0.0 -0.1 -0.1
H -0.41998 -4.55586 -0.83871 0.1 -0.1 -0.1
H -0.97714 -3.50673 2.24239 0.0 0.1 0.1
H 0.33381 -4.47769 4.05829 0.0 -0.1 0.0
H 2.79168 -4.65975 3.86624 0.0 -0.1 0.0
H 3.91019 -3.90041 1.79125 0.1 0.0 0.0
H 2.59957 -2.90248 -0.02755 0.1 0.0 0.0
H -2.51385 -3.54249 0.92428 0.0 0.0 0.1
H -4.72455 -3.96272 -0.04365 0.0 -0.1 0.1
H -5.29330 -3.09839 -2.27743 -0.1 0.0 0.0
H -3.64860 -1.74138 -3.52393 0.0 0.0 -0.1
H -1.41625 -1.33343 -2.57813 0.0 0.0 -0.1